# C32H48BClF9N14O10P2S2

A 10-piece molecular cluster, C32H48BClF9N14O10P2S2 overall in a non-equilibrium geometry (wB97M-V/def2-TZVPD, the Open Molecules 2025 dataset).

```
! RIJCOSX wB97M-V def2-TZVPD def2/J DEFGRID3
* xyz 1 1
C -2.20274 -3.97088 0.99611
S -3.01284 -1.54796 2.21579
C 3.61323 -7.07973 -5.58761
H -2.43272 5.03231 0.27874
C 1.71201 5.22872 -0.04519
C -1.62401 -2.79844 1.84392
H -1.63179 -4.46112 6.65193
C 1.35338 7.04442 -3.80130
Cl -3.37994 0.25854 5.99604
C 10.13782 -3.45973 -7.51697
C -0.47221 8.98068 -0.41863
C -5.70727 0.14823 3.79756
C -3.63170 -3.83805 6.60798
F -2.82687 -6.84981 0.21218
N -2.05001 0.90101 1.14304
N -1.69020 6.81488 0.34213
C -2.50114 -4.52300 5.99924
O -3.79648 -1.50077 1.01832
N 0.66492 -5.23317 -5.69004
H -2.78799 0.59258 0.47927
O -1.41664 0.27787 3.42971
C -1.50472 -6.36465 -4.80390
N 1.24026 2.90726 -1.13591
H 1.08607 6.00041 -0.49318
H -0.36716 9.67724 0.41132
F -0.70007 -7.27541 0.06965
O -4.18162 2.80002 5.09332
H 0.51201 8.72302 -0.80467
H 10.04096 -2.38117 -7.62745
H 2.32820 7.22340 -3.35091
H 2.41517 2.84990 2.09949
S -6.78941 -0.15949 4.85205
C -1.14832 7.77447 0.02890
H 10.86163 -3.82935 -8.24096
C -2.34466 2.40560 1.31506
C -1.09747 3.00325 2.01499
H -1.05223 9.44803 -1.21191
H -5.93988 3.33493 0.41663
O -5.38519 4.01328 0.82482
C 10.57806 -3.78029 -6.16521
N 6.73896 -0.76822 -4.69717
N -0.15718 -0.56309 3.30766
C 7.19519 -3.22978 -3.97638
N 5.13611 -4.04929 -0.17104
C 4.09092 -4.35009 -0.53550
H 0.06910 5.43570 4.14151
H 1.31483 6.02380 -4.17823
H -0.21947 -0.45217 -1.26019
C -1.62878 -6.32758 -0.03350
H -1.64498 -6.07101 -3.76572
F -1.59856 -5.83374 -1.27794
H -0.41903 3.33744 1.22348
C -3.61266 1.09384 3.05010
O -3.48198 -1.98623 3.48304
C 1.44784 3.93938 -0.67179
F -0.01645 -4.80798 0.70955
H 1.54583 2.40530 3.58167
H 6.40896 -3.87922 -4.35406
N -4.86554 0.40866 2.96208
H 2.65460 -5.81537 -0.97342
O -2.61888 4.33851 -0.37962
N -1.08782 -0.20906 -0.79793
H 2.58612 -4.36617 -1.99397
H -4.32875 1.73569 1.20528
C 2.75649 -4.73142 -0.98196
N 10.90241 -4.02898 -5.09291
H -2.01814 4.09774 3.69274
C 0.30390 7.24676 -2.81053
O 0.38993 -0.52768 4.30119
H 3.42441 -7.61342 -6.51719
C 2.06843 3.21912 3.06809
H -4.61369 5.64363 2.82924
N -0.50923 7.39989 -2.01389
H -0.55205 2.20884 2.52960
N -2.88806 2.05858 -1.20774
H -3.78868 2.26003 -1.63835
C 6.93966 -1.85241 -4.37683
C -2.39077 0.20516 2.44062
C 4.94710 -6.49512 -5.59839
H 7.23182 -3.29833 -2.89010
O -4.05414 4.86134 2.70099
O 1.22012 4.33426 2.85644
H 1.49362 5.17054 1.02147
F -2.33971 -3.53158 -0.26367
F -3.39229 -4.33086 1.48293
H -1.44991 5.09422 2.36772
N 5.97740 -5.98986 -5.59904
C -1.22378 4.20047 2.95602
H -4.60597 2.63415 5.94565
H -0.02037 0.19827 0.99864
H -2.21911 2.13491 -1.97120
H 3.52422 -7.77401 -4.75326
H 8.14872 -3.56790 -4.38016
H -1.42252 -7.44881 -4.85165
C -0.80029 0.61104 0.35754
F -1.28839 -5.77316 2.20574
C -1.26626 -5.21720 0.99345
O -6.02594 3.19814 3.15922
P -4.92191 3.60277 2.29871
P -2.95271 1.81639 4.75037
F -0.59518 -2.26883 1.19311
C 0.08825 4.43436 3.70334
H 2.87593 -6.28579 -5.48111
H 0.17573 3.73041 4.54017
H 2.76112 5.48868 -0.18318
H 9.17242 -3.92554 -7.70812
F -1.18341 -3.26024 3.00432
H 1.21647 7.73495 -4.63148
H -0.44922 1.57553 -0.00559
H -2.37741 -6.04840 -5.37265
H 2.01656 -4.29798 -0.31470
B -2.60144 3.03648 -0.14890
H -2.74719 -5.57129 5.83706
H 2.93987 3.50195 3.66581
N -4.52418 -3.31505 7.09861
C -0.30402 -5.72967 -5.32789
C -3.72527 2.24218 1.97829
H -2.27016 -4.05954 5.04535
H -1.57846 -1.06505 -0.58000
*
```

Calculated values
LUMO level in eV: -4.07
HOMO in eV: -11.26
E_tot in eV: -153193.87156